1.
8 unconnected molecules or ions with the total composition C28H44F6N16O13, computed with the ωB97M-V functional and the def2-TZVPD basis.

The geometry in XYZ format:
```
107
Properties=species:S:1:pos:R:3:mulliken_charge:R:1
C 3.29 0.40 -0.22 0.4558
C 2.37 -0.03 0.41 -1.2269
C 1.21 -0.74 0.86 0.2237
C 1.41 -2.05 1.33 0.6729
C 2.82 -2.62 1.34 -0.2538
C 3.04 -3.74 2.37 -0.7267
C 4.47 -4.28 2.32 -0.6750
C 4.65 -5.33 1.24 -0.6749
N 6.08 -5.72 1.10 -0.3393
C 6.21 -6.47 -0.13 0.5455
C 7.12 -5.87 -1.17 -0.9247
O 5.64 -7.52 -0.32 -0.5459
C 0.34 -2.80 1.79 -0.8854
C -0.91 -2.21 1.78 -0.4937
C -1.12 -0.93 1.34 0.8302
C -0.08 -0.15 0.86 0.4186
C -0.40 1.28 0.45 -0.2964
O -1.05 1.96 1.19 -0.4368
C 0.04 1.94 -0.91 0.7364
F -0.64 3.10 -1.04 -0.2946
F 1.35 2.29 -0.90 -0.2421
C -0.17 1.09 -2.19 0.5311
F 0.66 0.04 -2.17 -0.2950
F 0.16 1.88 -3.25 -0.3701
C -1.63 0.61 -2.45 1.3050
F -2.53 1.43 -1.90 -0.3349
F -1.78 -0.66 -2.00 -0.2998
C -1.91 0.59 -3.98 -0.0580
O -2.71 1.31 -4.49 -0.5264
O -1.15 -0.30 -4.62 -0.4301
C -2.61 -0.63 1.53 -0.0310
O -3.29 0.29 1.18 -0.5284
N -3.10 -1.71 2.30 -0.1504
C -2.22 -2.79 2.26 0.0882
O -2.45 -3.94 2.51 -0.5669
H 4.05 0.84 -0.85 0.6731
H 3.12 -2.94 0.33 0.2870
H 3.48 -1.80 1.62 0.4573
H 2.84 -3.36 3.37 0.4158
H 2.37 -4.56 2.11 0.2900
H 4.66 -4.79 3.27 0.3176
H 5.23 -3.50 2.25 0.3489
H 4.09 -6.24 1.50 0.2755
H 4.27 -5.00 0.27 0.3682
H 6.34 -6.34 1.85 0.2878
H 8.12 -5.79 -0.74 0.2996
H 6.78 -4.86 -1.41 0.2440
H 7.09 -6.52 -2.05 0.3175
H 0.46 -3.80 2.18 0.4989
H -1.23 -0.10 -5.57 0.3937
H -4.02 -2.02 1.98 0.2663
C -6.75 0.96 -1.47 0.4578
O -7.58 0.43 -0.75 -0.7965
N -5.43 0.98 -1.16 0.0250
N -7.08 1.58 -2.65 -0.3743
H -4.73 1.40 -1.74 0.1118
H -5.15 0.55 -0.29 0.1191
H -8.05 1.58 -2.91 0.2141
H -6.41 2.03 -3.25 0.1830
C 5.25 3.70 -0.83 0.6673
O 4.90 2.56 -0.49 -0.8424
N 5.14 4.75 0.00 -0.3682
N 5.79 3.96 -2.05 -0.3576
H 5.44 5.68 -0.23 0.1490
H 4.79 4.57 0.93 0.2304
H 5.89 3.19 -2.68 0.2187
H 6.09 4.87 -2.34 0.1596
C 8.46 1.15 -1.07 0.6640
O 8.84 2.29 -0.80 -0.7546
N 7.14 0.81 -1.09 -0.1014
N 9.33 0.14 -1.36 -0.3958
H 6.81 -0.11 -1.29 0.1308
H 6.47 1.55 -0.88 0.1025
H 10.31 0.37 -1.35 0.2422
H 9.05 -0.79 -1.58 0.1414
C -6.01 -1.73 -5.27 0.5606
O -5.53 -2.78 -5.65 -0.6519
N -5.85 -1.26 -4.00 -0.2201
N -6.77 -0.93 -6.09 -0.3461
H -6.24 -0.40 -3.67 0.1796
H -5.30 -1.82 -3.37 0.1442
H -6.91 -1.24 -7.03 0.1947
H -7.17 -0.07 -5.79 0.1553
C -7.43 0.40 3.04 0.5869
O -6.64 -0.54 2.93 -0.6905
N -7.82 0.88 4.26 -0.3488
N -7.97 1.04 1.98 -0.1442
H -8.46 1.64 4.37 0.1785
H -7.44 0.43 5.08 0.2112
H -7.71 0.72 1.05 0.1727
H -8.62 1.81 2.09 0.2647
C 8.01 4.40 2.49 0.6242
O 7.11 4.93 1.86 -0.6132
N 8.86 3.50 1.93 -0.2948
N 8.22 4.66 3.82 -0.4138
H 9.60 3.04 2.42 0.1514
H 8.72 3.28 0.95 0.2601
H 7.61 5.32 4.26 0.2273
H 8.95 4.23 4.36 0.1494
C -11.12 3.15 2.48 0.6186
O -9.94 2.99 2.76 -0.7204
N -11.75 4.34 2.64 -0.4226
N -11.88 2.13 1.98 -0.3590
H -12.71 4.50 2.41 0.1609
H -11.21 5.10 3.00 0.2201
H -11.44 1.24 1.86 0.2325
H -12.85 2.24 1.74 0.1652
```

Computed properties:
SMILES: C#Cc1c(CCCCNC(C)=O)cc2c(c1C(=O)C(F)(F)C(F)(F)C(F)(F)C(=O)O)C(=O)NC2=O.NC(N)=O.NC(N)=O.NC(N)=O.NC(N)=O.NC(N)=O.NC(N)=O.NC(N)=O
HOMO-LUMO gap (eV): 8.108

2.
3 unconnected molecules or ions with the total composition C28H44IN3O6S, computed with the ωB97M-V functional and the def2-TZVPD basis.

The geometry in XYZ format:
```
83
Properties=species:S:1:pos:R:3:mulliken_charge:R:1
C 5.68 -2.66 1.67 -1.0028
C 6.46 -2.42 0.36 -0.4493
C 7.25 -1.10 0.38 -0.7406
C 6.39 0.14 0.05 -0.5358
C 5.82 0.82 1.29 -0.5139
C 5.17 2.17 0.98 -1.0353
C 3.64 2.10 0.96 0.0642
C 3.07 3.44 0.48 -0.6814
C 1.53 3.47 0.22 -2.1447
C 0.85 2.14 0.35 0.9764
C 0.83 1.20 -0.69 -0.2806
I 1.94 1.74 -2.42 0.1664
C 0.16 -0.04 -0.61 -0.1050
C 0.12 -0.98 -1.79 -2.5088
C -1.04 -0.71 -2.82 0.6942
N -0.79 -1.63 -3.91 -0.8106
N -1.04 0.61 -3.43 -0.5330
N -2.35 -0.97 -2.25 -0.2427
C -0.48 -0.37 0.62 0.3218
S -1.31 -1.96 0.91 1.8684
C -0.30 -2.94 2.00 -1.1675
O -1.46 -2.77 -0.27 -0.6656
O -2.58 -1.63 1.52 -0.6011
C -0.44 0.55 1.70 0.7852
C 0.20 1.78 1.54 0.1144
C 0.22 2.72 2.72 -0.0706
O 1.15 3.43 2.98 -0.5175
C -0.98 2.68 3.58 -0.8183
C -1.59 1.51 3.74 -0.8220
C -1.07 0.31 3.05 0.3572
O -1.13 -0.75 3.60 -0.4911
H 4.78 -2.05 1.67 0.1293
H 5.38 -3.70 1.78 0.3719
H 6.30 -2.36 2.51 0.3057
H 7.14 -3.25 0.22 0.3309
H 5.76 -2.43 -0.48 0.2901
H 7.69 -1.00 1.37 0.3424
H 8.06 -1.19 -0.34 0.3492
H 5.61 -0.19 -0.63 0.1842
H 7.04 0.83 -0.50 0.3858
H 6.63 0.99 1.99 0.4568
H 5.09 0.16 1.77 0.1027
H 5.46 2.52 -0.01 0.4357
H 5.48 2.94 1.69 0.4230
H 3.37 1.31 0.26 0.1470
H 3.25 1.88 1.95 0.2351
H 3.28 4.21 1.21 0.3456
H 3.57 3.70 -0.45 0.4009
H 1.09 4.19 0.89 0.5593
H 1.36 3.87 -0.78 0.6276
H 0.13 -2.01 -1.48 0.9015
H 1.04 -0.83 -2.34 0.5717
H -0.89 -2.59 -3.60 0.2700
H -1.41 -1.42 -4.68 0.2829
H -0.93 1.35 -2.74 0.2139
H -0.26 0.66 -4.08 0.2993
H -2.96 -1.41 -2.91 0.2347
H -2.78 -0.12 -1.91 0.2264
H -1.02 -3.46 2.62 0.3943
H 0.30 -2.29 2.64 0.3598
H 0.28 -3.65 1.42 0.3828
H -1.27 3.59 4.08 0.4656
H -2.43 1.42 4.41 0.4346
C -6.17 0.81 -5.03 -1.1853
C -4.90 1.13 -4.28 0.7311
O -4.40 0.34 -3.51 -0.4621
C -4.26 2.47 -4.56 -0.9348
H -6.52 -0.18 -4.74 0.2998
H -6.94 1.55 -4.78 0.3444
H -5.99 0.83 -6.11 0.3442
H -4.95 3.27 -4.29 0.3667
H -4.00 2.55 -5.61 0.3152
H -3.35 2.56 -3.96 0.1218
C -7.66 -2.92 3.18 -1.1062
C -6.97 -2.07 2.14 0.7420
O -7.58 -1.25 1.49 -0.5630
C -5.49 -2.28 1.97 -0.8682
H -8.72 -2.67 3.21 0.3143
H -7.55 -3.98 2.93 0.3114
H -7.23 -2.74 4.17 0.3065
H -5.29 -3.31 1.67 0.3340
H -4.96 -2.07 2.90 0.2721
H -5.11 -1.61 1.20 0.2454
```

Computed properties:
SMILES: CCCCCCCCCc1c(I)c(CC(N)(N)N)c(S(C)(=O)=O)c2c1C(=O)C=CC2=O.CC(C)=O.CC(C)=O
HOMO-LUMO gap (eV): 7.263